<one>
DFT (ωB97M-V with the def2-TZVPD basis set) results for a cluster of 2 separate species, C4H8N4 in total.

Each line ends with the Mulliken charge.
Cartesian coordinates (Å):
H1 -2.9877 0.0190 2.0048  0.238
N1 -2.8163 -0.2334 1.0317  -0.666
C1 -1.6012 -0.3970 0.7319  0.022
N2 -0.5096 -0.4748 1.6137  0.047
N3 -0.5851 -0.1867 2.9903  -0.709
H2 -1.3640 -0.6988 -0.2826  0.324
H3 0.4369 -0.5999 1.2824  0.300
H4 -1.0106 0.7267 3.1549  0.245
H5 -1.1417 -0.9009 3.4590  0.240
C2 1.7055 -0.1071 -3.2139  -0.576
C3 1.4773 0.8475 -2.3136  -0.214
C4 1.5770 0.6072 -0.9115  0.396
N4 1.7516 0.5278 0.2255  -0.468
H6 1.8884 0.1248 -4.2497  0.259
H7 1.8113 -1.1422 -2.9307  0.256
H8 1.3682 1.8879 -2.5922  0.304

Output
Molar mass (g/mol): 112.1
Charge: 0

---

<two>
DFT (ωB97M-V with the def2-TZVPD basis set) results for the molecule C4H8N4.

Each line ends with the Mulliken charge.
Cartesian coordinates (Å):
H1 -2.4954 -2.2134 -0.0135  0.245
N1 -2.1131 -1.2343 -0.0602  -0.518
C1 -0.8799 -1.1597 -0.2376  -0.082
N2 -0.2821 0.1816 -0.2281  0.347
C2 -0.7441 1.1516 -1.2006  -0.171
N3 -1.8893 1.2182 -1.6427  -0.506
H2 -2.1917 2.0124 -2.2341  0.259
N4 1.0924 0.2562 0.1098  -0.638
C3 1.5125 -0.2753 1.1786  0.088
C4 2.8667 -0.0082 1.7738  -1.014
H3 -0.0729 -1.9953 -0.1541  0.364
H4 0.0020 1.8766 -1.4357  0.439
H5 0.7998 -0.9375 1.8222  0.324
H6 3.3769 -0.9492 1.9387  0.298
H7 2.9232 0.5453 2.7320  0.259
H8 3.4729 0.4592 1.0082  0.306

Output
Molar mass (g/mol): 112.1
Charge: 0

---

What is the least stable structure shown above? It is <two>.